26
Properties=species:S:1:pos:R:3 method="wB97M-V/def2-TZVPD" gap_ev="7.340 / 7.330" molar_mass_g_mol=193.27 relative_energy_kcal_mol=50.3 homo_ev="-10.9 / -10.9" charge=+1
C -1.7077 3.3023 -1.8405
N -0.6626 3.4869 -0.8268
S 0.3793 2.1586 -0.6257
C -0.5590 0.8443 -0.1758
N -2.0764 1.0873 0.6513
F -2.1681 2.3162 1.2149
N -0.0588 -0.4481 -0.3397
C -0.9783 -1.5150 0.0710
C -0.4287 -2.1827 1.3729
N 1.0227 -2.5347 1.0896
C 1.8926 -1.3850 0.7938
C 1.3215 -0.6832 -0.4500
H -2.4200 4.0735 -1.5655
H -1.3881 3.3363 -2.8689
H -2.2258 2.4365 -1.7013
H -0.8364 3.8550 0.1733
H -1.1238 -2.2972 -0.6704
H -1.9031 -0.9996 0.2203
H -0.5107 -1.7898 2.3980
H -0.9171 -3.1396 1.4740
H 1.3564 -3.1661 1.8835
H 0.9573 -3.0557 0.1516
H 2.9203 -1.5639 0.5275
H 2.0213 -0.6723 1.6457
H 1.8754 0.2867 -0.7326
H 1.4925 -1.2034 -1.4613